# 1
Formula: C33H32O5
Source: the OMol25 dataset
Level of theory: ωB97M-V with the def2-TZVPD basis set

Each atom is followed by the atoms it is bonded to, with distances in Å.
Positions of all 70 atoms, in Å:
1 C -6.550 -2.043 2.183  C2 1.501, H22 1.095, H23 1.098, H24 1.097
2 C -5.348 -1.146 2.245  C1 1.501, C3 1.402, C21 1.399
3 C -5.225 -0.048 1.382  C2 1.402, C4 1.386, H25 1.092
4 C -4.171 0.844 1.500  C3 1.386, C5 1.434, H26 1.095
5 C -3.157 0.659 2.498  C4 1.434, C6 1.433, C20 1.424
6 C -2.113 1.620 2.698  C5 1.433, C7 1.407, H27 1.117
7 C -0.732 1.349 2.709  C6 1.407, C8 1.428, C19 1.430
8 C -0.180 0.033 2.747  C7 1.428, C9 1.387, H28 1.083
9 C 1.179 -0.178 2.921  C8 1.387, C10 1.396, H29 1.094
10 C 2.031 0.927 2.966  C9 1.396, O11 1.393, C18 1.404
11 O 3.363 0.815 3.360  C10 1.393, C12 1.411
12 C 4.205 -0.034 2.611  O11 1.411, C13 1.397, C17 1.396
13 C 5.068 0.579 1.700  C12 1.397, C14 1.393, H30 1.092
14 C 5.793 -0.226 0.823  C13 1.393, C15 1.400, H31 1.091
15 C 5.716 -1.620 0.927  C14 1.400, C16 1.399, H32 1.089
16 C 4.908 -2.213 1.903  C15 1.399, C17 1.399, H33 1.094
17 C 4.163 -1.419 2.781  C12 1.396, C16 1.399, H34 1.094
18 C 1.551 2.217 2.688  C10 1.404, C19 1.373, H35 1.088
19 C 0.197 2.430 2.600  C7 1.430, C18 1.373, H36 1.086
20 C -3.223 -0.536 3.269  C5 1.424, C21 1.391, H37 1.092
21 C -4.314 -1.391 3.155  C2 1.399, C20 1.391, H38 1.088
22 H -6.331 -3.031 2.602  C1 1.095
23 H -7.376 -1.613 2.764  C1 1.098
24 H -6.908 -2.174 1.154  C1 1.097
25 H -5.999 0.104 0.627  C3 1.092
26 H -4.094 1.702 0.825  C4 1.095
27 H -2.408 2.696 2.654  C6 1.117
28 H -0.842 -0.824 2.716  C8 1.083
29 H 1.598 -1.179 3.063  C9 1.094
30 H 5.117 1.669 1.675  C13 1.092
31 H 6.424 0.248 0.071  C14 1.091
32 H 6.303 -2.247 0.256  C15 1.089
33 H 4.854 -3.301 1.996  C16 1.094
34 H 3.547 -1.850 3.576  C17 1.094
35 H 2.274 3.029 2.644  C18 1.088
36 H -0.189 3.440 2.510  C19 1.086
37 H -2.437 -0.742 3.998  C20 1.092
38 H -4.384 -2.269 3.794  C21 1.088
39 C -1.942 -1.127 9.104  C40 1.505, H56 1.091, H57 1.094, H58 1.095
40 C -1.032 -0.718 7.976  C39 1.505, O41 1.438, H59 1.097, H60 1.097
41 O -1.413 0.613 7.587  C40 1.438, C42 1.345
42 C -0.964 1.052 6.398  O41 1.345, C43 1.465, O55 1.234
43 C -1.306 2.458 6.170  C42 1.465, C44 1.474, C49 1.418
44 C -2.537 3.013 6.760  C43 1.474, O45 1.238, O46 1.355
45 O -2.932 4.172 6.575  C44 1.238
46 O -3.254 2.224 7.596  C44 1.355, C47 1.444
47 C -4.340 2.946 8.217  O46 1.444, C48 1.509, H61 1.098, H62 1.098
48 C -5.047 2.026 9.180  C47 1.509, H63 1.095, H64 1.095, H65 1.098
49 C -0.293 3.353 5.742  C43 1.418, C50 1.427, C54 1.425
50 C -0.592 4.676 5.297  C49 1.427, C51 1.388, H66 1.086
51 C 0.409 5.543 4.879  C50 1.388, C52 1.403, H67 1.094
52 C 1.748 5.124 4.893  C51 1.403, C53 1.400, H68 1.091
53 C 2.077 3.863 5.405  C52 1.400, C54 1.388, H69 1.093
54 C 1.083 2.992 5.830  C49 1.425, C53 1.388, H70 1.089
55 O -0.323 0.338 5.621  C42 1.234
56 H -1.749 -2.175 9.335  C39 1.091
57 H -1.765 -0.548 10.014  C39 1.094
58 H -2.998 -1.025 8.836  C39 1.095
59 H 0.012 -0.657 8.305  C40 1.097
60 H -1.132 -1.399 7.123  C40 1.097
61 H -3.912 3.811 8.743  C47 1.098
62 H -5.025 3.300 7.436  C47 1.098
63 H -5.915 2.559 9.583  C48 1.095
64 H -5.407 1.112 8.696  C48 1.095
65 H -4.410 1.757 10.034  C48 1.098
66 H -1.630 4.992 5.354  C50 1.086
67 H 0.130 6.556 4.576  C51 1.094
68 H 2.534 5.808 4.570  C52 1.091
69 H 3.120 3.546 5.478  C53 1.093
70 H 1.334 2.017 6.246  C54 1.089

Values from the calculation:
* orbital gap: 3.830 eV
* maximum force: 0.0387 Eh/bohr
* E_tot: -1652.79580 hartree

# 2
Formula: C5H7PS
Source: the OMol25 dataset
Level of theory: ωB97M-V with the def2-TZVPD basis set

Each atom is followed by the atoms it is bonded to, with distances in Å.
Positions of all 14 atoms, in Å:
1 C 1.496 1.016 -0.640  C2 1.517, H8 1.089, H9 1.085, H10 1.089
2 C 0.301 0.264 -0.084  C1 1.517, C3 1.356, C7 1.461
3 C -0.793 1.036 0.126  C2 1.356, P4 1.839, H11 1.087
4 P -2.493 0.760 0.774  C3 1.839, S5 2.335, H12 1.416
5 S -1.893 -1.450 1.233  P4 2.335, C6 1.835
6 C -0.245 -2.059 0.702  S5 1.835, C7 1.337, H13 1.069
7 C 0.556 -1.160 0.122  C2 1.461, C6 1.337, H14 1.083
8 H 1.231 1.483 -1.589  C1 1.089
9 H 2.341 0.357 -0.809  C1 1.085
10 H 1.801 1.803 0.048  C1 1.089
11 H -0.649 2.092 -0.090  C3 1.087
12 H -3.081 0.457 -0.478  P4 1.416
13 H -0.102 -3.100 0.900  C6 1.069
14 H 1.529 -1.498 -0.214  C7 1.083

Values from the calculation:
* orbital gap: 7.963 eV
* maximum force: 0.0731 Eh/bohr
* E_tot: -934.18955 hartree
* structure (SMILES): CC1=CPSC=C1
* ΔE to the lowest compared entry with this formula, charge and spin: 1.352 eV